Computed, not measured: a 13-piece molecular cluster, C43H72O33 overall at a distorted geometry, with ωB97M-V with the def2-TZVPD basis set.

Properties
* total charge: +1
* frontier orbital gap (spin up / spin down): 9.281 / 2.571 eV
* lowest unoccupied orbital energy (spin up / spin down): -2.10 / -8.81 eV
* spin multiplicity: 2
* E_tot: -4164.2251 Ha
* expectation value of S²: 0.76

```
148
Properties=species:S:1:pos:R:3:forces:R:3:mulliken_spin:R:1
C 3.422192 -1.536221 0.794367 0.814 0.492 -1.180 0.07
O 3.169952 -0.483651 -0.126873 -1.965 -1.341 0.108 0.60
H 4.510762 -1.591911 0.795917 -0.062 -0.783 0.566 0.02
H 3.045712 -1.299351 1.789487 -0.116 0.285 0.306 0.04
H 2.866122 -2.385541 0.397447 0.153 -0.237 0.317 -0.01
H 3.915942 0.116379 -0.198063 1.463 1.543 -0.007 -0.03
C -5.071008 -0.367371 -1.821073 -0.696 -0.961 -0.435 0.00
O -3.818728 -0.228221 -2.456943 0.301 0.752 0.202 0.00
H -5.809688 -0.370781 -2.622603 -0.071 -0.144 0.053 0.00
H -5.070438 -1.338041 -1.325173 -0.395 -0.110 0.100 0.00
H -5.413318 0.365599 -1.090543 0.688 0.444 0.016 0.00
H -3.152218 -0.433111 -1.797103 0.225 0.007 0.013 0.00
C -4.251168 -0.102851 3.754357 0.397 -0.087 -1.829 0.00
O -2.856988 0.056629 3.387557 -0.408 -0.371 1.575 0.00
H -4.408158 -0.226311 4.825897 0.402 0.763 -0.055 0.00
H -4.789398 0.677769 3.216727 -0.383 0.507 0.899 0.00
H -4.729278 -0.983171 3.324747 0.486 -0.593 -0.202 0.00
H -2.749348 0.253389 2.454127 -0.670 -0.124 -0.084 0.00
C -0.365788 1.797469 -4.734833 -0.196 0.450 0.834 0.00
C -1.296548 0.634499 -4.911533 -0.949 0.997 -0.325 0.00
C -1.968628 0.417369 -6.319763 1.377 -0.355 1.103 0.00
O -1.737608 -0.942831 -6.484813 1.055 -4.556 0.581 0.00
C -0.893978 -1.540701 -5.522173 -0.495 -1.673 0.229 0.00
O -0.508298 -2.721981 -5.400753 -1.520 4.554 -1.141 0.00
O -0.617168 -0.573221 -4.619843 0.542 -0.845 -0.231 0.00
H -0.337888 2.082209 -3.683053 0.190 -0.308 0.185 0.00
H -0.813358 2.696219 -5.159123 0.422 -0.049 -0.686 0.00
H 0.661712 1.553299 -5.004523 -0.133 0.332 -0.530 0.00
H -2.095738 0.735439 -4.177223 -0.169 -0.181 -0.017 0.00
H -1.454798 0.773819 -7.212523 -0.266 1.359 0.343 0.00
H -3.044518 0.586389 -6.275123 0.181 0.268 -0.230 0.00
C 3.640362 -1.568721 -5.048473 -0.076 0.386 -0.049 0.02
C 4.000852 -2.246131 -3.709913 -1.247 0.605 -1.342 -0.01
C 2.841202 -2.173821 -2.737603 -0.512 -0.479 -0.533 0.18
O 2.380762 -3.500401 -2.624753 -0.660 0.897 0.977 0.09
C 3.182092 -4.358111 -3.266503 0.112 -3.649 -1.235 -0.02
O 3.017662 -5.583081 -3.235963 0.813 4.140 -0.081 0.02
O 4.086032 -3.659011 -4.013423 0.245 -0.367 1.316 0.01
H 4.454312 -1.719351 -5.757633 -0.143 -0.078 -0.036 0.00
H 3.417022 -0.502851 -5.002373 0.573 0.201 0.623 0.00
H 2.694632 -1.924921 -5.456903 0.141 -0.756 0.052 0.00
H 4.892782 -1.794571 -3.275563 0.339 -0.611 -0.171 0.01
H 2.045962 -1.484051 -3.020303 -0.305 -0.148 -0.326 0.01
H 3.067592 -1.800141 -1.738993 0.623 0.396 0.865 -0.01
C -4.191708 -4.051871 0.658237 -0.784 -1.513 -1.349 0.00
C -5.237318 -5.161761 1.082197 2.759 2.273 2.141 0.00
C -6.199688 -5.651991 0.089397 -1.523 -0.517 0.239 0.00
O -5.777788 -6.990611 -0.145603 -0.480 -0.129 -1.391 0.00
C -4.784728 -7.357011 0.665467 2.527 -4.206 0.462 0.00
O -4.222818 -8.493501 0.628417 -2.496 5.096 0.196 0.00
O -4.476338 -6.351451 1.524757 -1.080 0.468 -0.862 0.00
H -3.301628 -3.815701 1.241407 -0.614 -0.281 0.762 0.00
H -4.703748 -3.139721 0.351797 -0.030 0.030 0.181 0.00
H -3.782258 -4.504181 -0.245003 0.227 0.296 -0.432 0.00
H -5.861918 -4.748681 1.874237 0.609 -0.336 0.696 0.00
H -6.461548 -5.020651 -0.759683 1.083 -0.399 -0.667 0.00
H -7.160798 -5.647041 0.603557 -0.252 -0.726 -0.006 0.00
C 0.555902 4.929059 5.245737 -0.494 -0.190 -0.571 0.00
C 0.036662 4.381819 3.885127 0.722 -0.656 1.739 0.00
C -1.327968 4.769869 3.364357 0.103 0.774 -0.753 0.00
O -1.029958 4.970219 1.922657 -1.155 -0.470 0.601 0.00
C 0.279392 5.031189 1.748407 1.719 1.941 -2.370 0.00
O 0.860582 5.382109 0.712807 -1.632 -1.292 1.997 0.00
O 0.925612 4.810269 2.875307 0.926 0.110 -0.101 0.00
H -0.097908 4.622139 6.062087 -0.070 0.001 -0.061 0.00
H 0.648922 6.015059 5.253567 -0.268 0.037 -0.202 0.00
H 1.552632 4.547089 5.466447 -0.089 -0.217 -0.218 0.00
H 0.121502 3.295119 3.883407 -0.140 -0.182 0.301 0.00
H -1.685698 5.717919 3.766007 0.087 0.128 -0.123 0.00
H -2.119198 4.031219 3.492647 0.297 -0.141 -0.240 0.00
C 9.130512 2.006429 -0.310743 -0.042 0.735 0.092 0.00
C 8.187342 2.090539 0.903687 1.814 1.028 -0.400 0.00
C 7.547812 3.496619 1.215437 2.369 -0.256 -0.050 0.00
O 6.150942 3.333069 0.992467 0.711 0.950 0.969 0.00
C 5.950692 2.093489 0.681387 -3.071 -1.572 -2.008 0.00
O 4.815232 1.685459 0.362037 2.130 -0.080 0.835 0.00
O 7.065202 1.394899 0.594697 -3.427 -2.650 -0.823 0.00
H 9.488962 0.996079 -0.507783 -0.142 -0.009 0.260 0.00
H 9.996752 2.659129 -0.202513 0.076 -0.061 0.269 0.00
H 8.622812 2.360269 -1.208033 -0.220 -0.030 -0.014 0.00
H 8.624562 1.510699 1.716527 0.273 0.823 0.506 0.00
H 7.936272 4.213119 0.491667 -0.162 0.209 0.251 0.00
H 7.829462 3.756559 2.235827 -0.673 0.416 -0.053 0.00
C 1.137542 1.551749 1.286557 -0.950 0.837 0.920 -0.03
C -0.188578 1.509489 0.498237 2.644 -0.138 -1.262 0.01
C -0.031168 0.735929 -0.778513 0.687 0.050 -2.961 0.00
O -1.015788 -0.312361 -0.806363 -0.817 -0.176 0.991 0.00
C -1.650268 -0.307191 0.403217 -2.064 -0.654 -0.628 0.00
O -2.621548 -1.015901 0.738717 4.037 2.345 -1.139 0.00
O -1.092558 0.710309 1.098497 -3.205 -2.183 3.939 0.00
H 1.958902 2.111049 0.838627 -0.156 -0.129 -0.461 0.01
H 1.480442 0.582259 1.647967 -0.160 -0.169 -0.336 0.02
H 0.885912 2.118069 2.183257 0.263 -0.023 0.313 0.00
H -0.608118 2.511239 0.405597 0.021 0.033 -0.298 0.00
H 0.921022 0.240949 -0.969373 0.206 0.161 0.563 -0.01
H -0.160568 1.364039 -1.659893 -0.301 -0.069 -0.020 0.00
C -0.220308 -3.781111 -0.288343 -0.012 -0.548 1.214 0.00
C -0.818888 -5.179661 -0.341673 -0.093 0.286 0.015 0.00
C 0.129022 -6.240901 -0.766733 1.350 0.360 -0.444 0.00
O -0.301798 -7.387881 -0.106463 -0.803 -1.840 0.837 0.00
C -0.946848 -7.033381 1.027097 -1.767 -2.588 3.214 0.00
O -1.330618 -7.750691 1.985477 2.069 2.661 -4.143 0.00
O -1.179568 -5.714451 0.988697 -0.292 1.735 -0.832 0.00
H -0.019688 -3.343391 -1.266223 -0.208 -0.203 0.004 0.00
H 0.704952 -3.876851 0.279837 0.336 0.187 -0.058 0.00
H -0.874468 -3.147141 0.310217 -0.170 0.222 -0.279 0.00
H -1.652438 -5.137091 -1.042733 -0.615 -0.336 0.526 0.00
H 1.116362 -6.040101 -0.350873 0.365 0.306 -0.303 0.00
H 0.203632 -6.379051 -1.845373 -0.086 -0.224 0.146 0.00
C -6.481568 3.960339 3.314947 0.160 -1.237 -1.714 0.00
C -6.307528 3.717089 1.740157 0.079 1.230 1.057 0.00
C -5.309098 4.631589 1.005757 -0.359 0.393 0.158 0.00
O -4.290168 3.740109 0.493797 0.176 2.431 0.091 0.00
C -4.565308 2.512869 0.806817 -0.482 -1.590 0.445 0.00
O -3.811478 1.590099 0.636597 -0.825 0.423 0.162 0.00
O -5.826578 2.425439 1.335977 0.000 -0.450 0.606 0.00
H -7.392328 3.427609 3.588477 0.097 -0.117 0.162 0.00
H -6.689918 5.011609 3.513777 0.393 0.037 -0.102 0.00
H -5.656638 3.538369 3.888997 0.083 0.337 0.051 0.00
H -7.317788 3.944179 1.399697 0.090 -0.709 -0.676 0.00
H -4.905188 5.394679 1.671077 0.523 -0.284 0.007 0.00
H -5.776358 5.183499 0.190177 0.128 -0.332 -0.238 0.00
C 4.084952 5.554189 -3.123743 -0.122 0.538 -0.396 0.00
C 3.486202 4.543409 -2.146683 -0.256 0.080 0.076 0.00
C 1.945582 4.319399 -2.225173 1.062 2.171 -1.158 0.00
O 1.846272 2.973999 -2.508843 -1.595 -2.828 0.595 0.00
C 2.990442 2.293749 -2.461303 0.524 -0.905 -1.132 0.00
O 3.083922 1.060249 -2.597113 -0.007 3.284 0.725 -0.01
O 3.979722 3.205979 -2.410463 0.636 -1.169 0.225 0.00
H 3.792202 6.575269 -2.879203 -0.071 -0.020 0.607 0.00
H 3.754592 5.511709 -4.161613 -0.357 -0.803 -0.006 0.00
H 5.171922 5.575129 -3.202123 0.027 -0.362 0.506 0.00
H 3.761352 4.769659 -1.116533 0.203 0.095 -0.072 0.00
H 1.586642 4.830029 -3.118773 -0.224 0.225 0.052 0.00
H 1.360332 4.664939 -1.373003 0.240 -0.440 0.199 0.00
C -0.007998 -4.059041 3.640837 -0.490 0.616 -1.509 0.00
C 0.483092 -2.652811 3.242337 1.103 -1.313 1.097 0.00
C -0.064198 -1.402261 3.893547 -0.522 0.744 -0.687 0.00
O 1.064792 -0.808941 4.470657 0.438 1.483 1.491 0.00
C 2.173272 -1.527381 4.375167 0.254 0.149 1.074 0.00
O 3.218822 -1.194131 4.870707 -0.423 -0.467 -0.873 0.00
O 1.894622 -2.649371 3.717897 0.274 -0.253 -0.936 0.00
H 0.727192 -4.774331 3.272107 0.132 0.000 0.297 0.00
H -0.881748 -4.282181 3.028577 -0.315 -0.048 0.256 0.00
H -0.238578 -4.237701 4.691077 0.227 0.399 -0.054 0.00
H 0.531892 -2.473551 2.168287 -0.085 -0.548 -0.091 0.00
H -0.878228 -1.520571 4.608717 0.193 -0.133 0.024 0.00
H -0.326008 -0.632191 3.167917 -0.878 -0.506 -0.185 0.00
```
Forces are in eV/Å.